No. 1
15
Properties=species:S:1:pos:R:3:forces:R:3 method="wB97M-V/def2-TZVPD" e_lumo_ha=0.0338 orbital_gap_ev=9.750 smiles=[PH2]#[PH]C1OCCO1
C -1.712 -0.248 -1.164 -1.294 -0.211 1.601
C -0.771 -1.402 -1.367 1.065 1.005 -1.696
C 0.406 0.085 -0.116 -2.735 2.312 -1.060
O -0.874 0.818 -0.896 2.817 -0.730 1.714
O 0.298 -1.209 -0.393 -1.302 -1.878 -0.759
P 2.365 0.881 2.025 0.338 1.414 -1.464
P 0.193 0.624 1.634 -0.281 0.616 -0.090
H -2.269 0.036 -2.047 -0.236 -0.408 -0.341
H -2.423 -0.403 -0.319 0.229 -0.059 -0.387
H -1.080 -2.424 -1.353 -0.450 -0.478 0.378
H -0.445 -1.145 -2.404 0.733 -0.722 0.611
H 1.207 0.557 -0.610 1.176 0.648 -0.621
H 2.255 1.852 3.018 -0.241 0.607 0.075
H 2.787 0.038 2.990 -0.159 -1.610 1.009
H 0.062 1.938 1.002 0.339 -0.509 1.029

---

No. 2
22
Properties=species:S:1:pos:R:3:forces:R:3 method="wB97M-V/def2-TZVPD" e_lumo_ha=0.0328 orbital_gap_ev=9.184 smiles=C[C@H](O)CCNCN
C -0.544 0.659 0.816 1.037 -0.333 -0.911
N -0.188 2.008 0.419 -0.593 -0.765 0.783
C -0.449 2.441 -0.933 1.651 0.800 0.424
N 0.752 2.792 -1.701 -0.664 0.004 -0.411
C 0.104 -0.464 -0.056 -1.253 0.373 0.628
C -0.357 -1.833 0.445 0.716 -0.387 0.161
C 0.827 -2.712 0.843 0.172 0.404 0.048
O -1.133 -2.448 -0.587 -0.262 0.041 0.262
H -0.139 0.471 1.807 -0.361 0.245 0.356
H -1.623 0.538 0.812 -0.251 -0.088 0.166
H 0.618 2.357 0.909 0.076 0.226 -0.429
H -0.968 1.666 -1.464 -0.462 -0.237 -0.209
H -1.034 3.345 -0.880 -0.550 0.229 -0.168
H 1.477 3.209 -1.142 0.120 -0.075 0.022
H 1.095 2.057 -2.295 0.247 -0.164 0.226
H 1.173 -0.304 0.023 0.248 -0.239 -0.407
H -0.291 -0.413 -1.069 0.495 0.237 -0.258
H -0.964 -1.682 1.341 -0.310 -0.031 0.016
H 0.574 -3.675 1.285 -0.264 -0.047 -0.220
H 1.481 -2.847 -0.018 -0.018 -0.162 0.003
H 1.392 -2.172 1.603 0.164 0.044 0.074
H -1.803 -2.991 -0.159 0.063 -0.072 -0.157

---

No. 3
103
Properties=species:S:1:pos:R:3:forces:R:3 method="wB97M-V/def2-TZVPD" multiplicity=4 e_lumo_ha="0.0114 / -0.0220" orbital_gap_ev="6.912 / 6.983" s2=3.799
Tc 0.434 -0.417 0.043 -0.434 -0.136 -0.384
C 0.511 0.173 5.571 -0.002 -0.015 0.000
C -0.128 0.643 4.261 -0.122 -0.023 0.038
C -1.261 -0.251 3.810 0.007 -0.081 -0.014
C -2.488 -0.157 4.465 0.039 0.016 -0.020
C -3.555 -0.964 4.111 -0.008 -0.021 -0.011
C -3.405 -1.894 3.094 -0.056 -0.015 0.010
C -2.200 -2.024 2.418 -0.013 -0.053 -0.048
C -2.024 -3.074 1.354 -0.003 -0.016 0.117
C -1.499 -4.390 1.932 -0.045 -0.021 0.044
C -1.137 -1.196 2.784 0.139 0.018 -0.060
N 0.073 -1.284 2.017 0.077 0.185 0.259
C 1.145 -1.805 2.528 -0.143 -0.043 -0.035
C 2.355 -1.748 1.800 0.003 0.173 0.049
C 3.668 -2.036 2.158 0.096 -0.046 0.003
C 4.463 -1.587 1.098 0.014 -0.030 -0.015
C 3.594 -1.060 0.139 0.052 -0.001 -0.006
N 2.319 -1.158 0.553 0.082 -0.082 -0.011
H 1.321 0.840 5.873 -0.031 -0.010 -0.009
H 0.924 -0.832 5.469 -0.004 0.013 -0.008
H -0.226 0.143 6.376 0.016 -0.004 -0.028
H 0.634 0.715 3.490 0.101 0.004 -0.141
H -0.526 1.652 4.407 0.009 -0.004 -0.004
H -2.603 0.573 5.261 0.010 -0.034 -0.042
H -4.505 -0.865 4.622 0.025 -0.001 -0.016
H -4.237 -2.529 2.806 0.043 0.035 0.023
H -1.330 -2.718 0.590 -0.065 -0.046 0.091
H -2.982 -3.239 0.857 0.029 -0.010 0.043
H -0.509 -4.253 2.376 -0.088 -0.011 -0.005
H -1.404 -5.148 1.152 -0.002 0.060 0.053
H -2.170 -4.768 2.707 0.005 0.028 -0.020
H 1.118 -2.259 3.516 0.007 0.007 0.017
H 3.987 -2.510 3.075 -0.013 0.051 -0.057
H 5.540 -1.630 1.022 -0.052 0.002 0.009
H 3.843 -0.607 -0.808 -0.015 -0.030 0.119
N 0.998 1.460 0.921 0.241 -0.080 0.202
C 0.737 2.586 0.847 -0.021 0.374 0.080
N 0.446 3.848 0.757 0.069 0.029 0.075
C -0.328 4.530 1.808 0.071 -0.045 -0.130
C 0.540 5.584 2.478 0.031 0.013 -0.017
C 1.141 6.529 1.435 -0.023 -0.024 -0.020
C 1.930 5.756 0.376 -0.004 -0.005 0.046
C 1.057 4.699 -0.282 -0.083 -0.045 0.139
H -0.693 3.781 2.507 0.006 -0.038 0.035
H -1.193 4.993 1.327 -0.045 0.011 -0.022
H 1.340 5.086 3.033 -0.007 0.009 0.001
H -0.064 6.136 3.200 0.003 0.014 0.000
H 1.783 7.265 1.921 0.001 -0.004 0.002
H 0.333 7.087 0.947 0.019 -0.008 0.011
H 2.791 5.267 0.840 -0.001 0.015 -0.006
H 2.313 6.431 -0.392 -0.010 0.005 0.008
H 1.610 4.059 -0.964 0.034 -0.028 -0.010
H 0.240 5.161 -0.843 -0.021 -0.006 -0.025
N 3.834 -4.562 -0.672 -0.046 -0.036 0.000
C 2.499 -4.450 -0.864 0.042 -0.011 -0.103
N 2.117 -4.112 -2.115 0.028 0.008 0.147
S 1.404 -4.784 0.352 0.089 -0.060 -0.077
H 4.481 -4.155 -1.325 0.009 0.040 0.002
H 4.133 -4.649 0.282 0.028 0.019 0.058
H 2.776 -3.728 -2.769 0.057 0.042 -0.027
H 1.151 -3.866 -2.242 0.012 0.013 -0.012
C 3.104 -0.776 -3.323 0.008 -0.031 0.036
C 2.167 0.380 -3.681 -0.002 -0.055 0.037
C 2.323 1.564 -2.726 -0.055 0.018 -0.093
C 0.764 -0.165 -3.935 0.012 -0.030 0.049
C 0.320 -0.069 -5.248 -0.037 0.078 0.025
C -0.829 -0.702 -5.688 0.011 0.010 -0.026
C -1.518 -1.502 -4.797 -0.030 -0.028 0.040
C -1.142 -1.638 -3.463 -0.070 -0.001 -0.033
C -1.998 -2.582 -2.627 0.054 0.111 0.037
C -1.196 -3.664 -1.910 -0.049 -0.042 -0.072
C -2.945 -1.852 -1.673 -0.013 0.042 -0.045
C -0.016 -0.905 -2.992 -0.052 -0.084 0.210
N 0.360 -0.923 -1.662 0.378 0.260 -0.251
H 4.134 -0.427 -3.197 -0.039 -0.001 -0.004
H 3.094 -1.524 -4.122 0.007 0.025 0.032
H 2.779 -1.252 -2.397 -0.009 -0.035 -0.107
H 2.493 0.757 -4.653 0.010 -0.026 -0.024
H 2.081 1.308 -1.701 -0.069 -0.094 0.204
H 1.676 2.388 -3.034 0.001 -0.010 0.023
H 3.359 1.916 -2.748 -0.032 -0.020 -0.016
H 0.916 0.507 -5.950 -0.037 -0.043 0.036
H -1.157 -0.606 -6.716 0.017 -0.005 0.045
H -2.389 -2.050 -5.138 0.023 0.021 0.010
H -2.630 -3.097 -3.354 -0.020 -0.021 -0.033
H -0.473 -3.254 -1.206 -0.047 -0.021 -0.049
H -0.667 -4.298 -2.630 -0.091 0.011 -0.008
H -1.861 -4.319 -1.340 0.053 0.017 -0.024
H -2.406 -1.385 -0.853 -0.047 0.024 -0.040
H -3.663 -2.557 -1.244 0.027 0.042 -0.051
H -3.505 -1.076 -2.203 0.013 -0.030 0.008
F -4.626 4.242 -1.985 -0.108 0.129 -0.075
C -3.842 3.285 -1.485 0.015 -0.009 0.034
C -4.367 2.300 -0.668 0.072 -0.053 0.025
F -5.669 2.306 -0.390 -0.203 -0.007 0.040
C -3.554 1.319 -0.138 -0.022 0.027 -0.081
F -4.098 0.389 0.644 -0.090 -0.139 0.134
C -2.179 1.263 -0.399 0.208 -0.186 0.038
O -1.444 0.330 0.155 -0.081 0.123 -0.017
C -1.689 2.274 -1.230 -0.122 0.011 0.062
F -0.376 2.319 -1.506 0.180 -0.093 -0.313
C -2.492 3.267 -1.757 -0.011 -0.100 0.069
F -1.951 4.221 -2.519 0.112 0.155 -0.130

---

No. 4
57
Properties=species:S:1:pos:R:3:forces:R:3 method="wB97M-V/def2-TZVPD" charge=+1 e_lumo_ha=-0.1577 orbital_gap_ev=7.397
Ta 1.880 -0.583 1.948 -0.571 0.626 -0.466
O 5.544 1.374 2.948 0.703 1.889 -1.253
C 4.488 0.669 3.043 -1.681 -0.340 -0.737
O 3.427 0.894 2.409 1.565 -0.300 -0.089
C 4.601 -0.535 3.934 -0.626 -1.193 -0.196
O 3.295 -1.138 4.128 0.448 1.389 0.187
C 2.608 -0.437 5.215 0.084 -1.609 -0.428
C 1.740 0.681 4.735 0.201 -2.005 -0.384
O 1.524 1.587 5.454 -0.832 1.286 -0.458
O 1.246 0.334 3.511 -0.702 1.590 0.528
H 5.501 2.113 2.244 -0.170 -1.413 1.348
H 5.151 -1.303 3.345 0.144 0.586 0.594
H 5.060 -0.274 4.904 0.080 -0.305 -0.607
H 2.047 -1.183 5.773 -0.514 -0.090 -0.350
H 3.292 -0.090 5.936 1.130 0.640 0.666
C -2.692 1.233 -5.083 2.743 1.808 -1.405
C -1.127 1.045 -4.854 -0.241 0.222 0.658
C -0.410 2.260 -5.527 -1.474 0.810 1.755
C -0.593 -0.200 -5.595 -2.482 -0.912 0.188
C -0.710 0.850 -3.277 -1.026 -1.089 -0.608
C 0.463 1.395 -2.789 -0.010 0.622 -0.534
C 0.965 1.136 -1.533 -1.042 -1.010 0.580
Br 2.469 2.107 -0.855 -0.485 -0.619 -0.192
C 0.229 0.215 -0.741 1.119 0.832 1.810
O 0.788 -0.066 0.553 0.639 0.143 -0.133
C -1.037 -0.279 -1.049 -0.059 0.207 -0.229
C -1.404 0.009 -2.364 -0.982 0.257 -0.795
C -2.003 -1.073 -0.077 0.524 -0.330 -1.213
C -2.125 -0.426 1.301 0.490 -0.950 -0.335
C -1.403 -2.465 0.086 0.424 -0.670 0.417
C -3.432 -1.319 -0.662 0.594 0.315 -0.643
H -2.883 1.177 -6.194 -0.062 -0.488 1.262
H -2.898 2.279 -4.837 -0.206 -0.108 0.170
H -3.265 0.632 -4.456 -1.142 -1.330 0.579
H -0.583 2.216 -6.573 -0.071 -0.295 -1.099
H 0.654 2.227 -5.353 0.315 0.264 -0.051
H -0.885 3.260 -5.236 0.941 -1.266 0.060
H -0.715 -0.098 -6.715 0.027 -0.299 1.313
H -1.098 -1.137 -5.170 0.394 1.162 -0.980
H 0.409 -0.334 -5.334 1.885 -0.120 0.052
H 0.925 2.096 -3.442 0.744 0.476 -0.051
H -2.363 -0.439 -2.611 0.176 0.309 -0.537
H -1.221 -0.414 1.884 0.612 0.120 -0.090
H -2.743 -1.095 1.854 -0.891 -0.271 0.588
H -2.533 0.547 1.309 -0.616 1.131 -0.165
H -0.413 -2.326 0.505 0.487 -0.262 -0.271
H -1.313 -2.997 -0.929 -0.388 0.419 1.817
H -1.916 -2.995 0.955 0.182 0.119 -1.647
H -3.844 -0.341 -0.968 -0.379 -0.477 0.377
H -4.016 -1.828 0.139 0.204 0.536 -0.777
H -3.420 -1.967 -1.594 0.080 0.614 1.236
F 0.847 -1.974 2.481 -0.260 -1.026 0.329
B -2.395 -0.280 5.565 -2.150 0.599 2.230
F -2.548 -0.118 6.924 0.099 -0.557 -2.230
F -1.220 0.006 5.088 0.381 -0.271 -0.718
F -3.481 -0.583 4.823 1.662 0.195 0.706
Br 3.536 -2.049 0.821 -0.015 0.444 0.222

---

No. 5
20
Properties=species:S:1:pos:R:3:forces:R:3 method="wB97M-V/def2-TZVPD" charge=+2 multiplicity=2 e_lumo_ha="-0.4165 / -0.4099" orbital_gap_ev="7.116 / 9.074" s2=0.756
C -0.980 -1.718 1.943 1.146 1.106 -1.739
C -0.885 -0.670 0.868 -1.708 3.052 0.949
C -0.415 -1.149 -0.453 2.263 1.107 -0.696
C -0.017 -0.114 -1.552 -0.939 -0.568 1.182
C 1.090 0.720 -1.499 0.609 3.372 -1.597
N 1.078 2.072 -1.165 -0.263 -0.680 1.356
N 0.073 0.590 1.334 -0.434 -0.258 -2.291
H 0.061 -2.023 2.128 -0.515 0.045 1.120
H -1.679 -1.329 2.671 0.412 -0.687 0.782
H -1.354 -2.512 1.346 -1.001 -1.295 0.182
H -1.849 -0.138 0.726 0.427 -0.160 0.371
H 0.562 -1.527 -0.043 -0.446 -0.895 -1.647
H -1.086 -1.819 -0.999 0.290 -0.375 0.796
H -0.488 -0.141 -2.521 0.064 -0.877 -0.661
H 1.941 0.500 -2.108 1.350 -1.033 0.109
H 0.489 2.682 -1.768 -0.339 -0.502 1.266
H 1.766 2.549 -0.533 0.029 -0.545 -1.812
H 0.190 1.155 0.432 -0.543 -0.238 1.889
H -0.421 1.170 2.028 0.421 -0.298 -0.046
H 1.052 0.378 1.606 -0.822 -0.270 0.486